Computed, not measured: a molecular structure, C28H32F6IN6O4S3Se4Si2Zr, with ωB97M-V with the def2-TZVPD basis set.

Computed properties:
Kohn-Sham gap, eV: 4.7
E_HOMO, eV: -3.4
Energy relative to the best compared isomer or geometry (same formula, charge and spin), kJ/mol: 290.8
Net charge: -1
LUMO energy, eV: 1.31

```
87
C28H32F6IN6O4S3Se4Si2Zr ωB97M-V with the def2-TZVPD basis set
Zr -0.71344 1.15813 -0.96669
Se 1.47212 2.61912 -1.89473
Se 2.50554 4.47262 -2.61775
Se 0.19399 3.33582 -5.22144
Se -0.28718 1.87944 -3.55269
F -5.78495 0.70184 -3.54857
C -5.05092 1.01899 -2.49226
F -5.61480 2.03861 -1.84807
F -5.03004 -0.02991 -1.65865
S -3.32543 1.46080 -2.96661
O -2.71884 1.48314 -1.61063
O -3.46762 2.68874 -3.66022
N -2.92223 0.21775 -3.83835
S -1.92081 -0.90998 -3.35338
O -0.81567 -1.19388 -4.19755
O -1.69248 -0.79791 -1.90754
C -2.98650 -2.39974 -3.59616
F -2.44492 -3.44272 -2.96510
F -3.05163 -2.66925 -4.89461
F -4.22322 -2.21666 -3.14326
C 3.97909 -3.95087 -0.53302
Si 2.44561 -3.65373 -1.58366
C 2.96203 -2.81687 -3.15988
C 1.62909 -5.28585 -2.02119
C 1.24292 -2.81278 -0.38305
C 0.81342 -3.52441 0.72391
C -0.03524 -2.94798 1.66694
C -0.45118 -1.65604 1.45649
N -0.07760 -0.92015 0.40363
C 0.76244 -1.47760 -0.50534
S 1.24736 -0.39703 -1.74874
H 4.70306 -4.57652 -1.06551
H 3.73395 -4.45341 0.40809
H 4.47410 -3.00440 -0.29469
H 3.56126 -3.51819 -3.75050
H 3.55885 -1.92332 -2.97343
H 2.10162 -2.50966 -3.75798
H 2.32354 -5.92794 -2.57276
H 0.75539 -5.11393 -2.65550
H 1.29862 -5.83550 -1.13577
H 1.14634 -4.54959 0.86883
H -0.37534 -3.49591 2.53555
H -1.09698 -1.16333 2.17310
I -3.59232 -2.44520 0.16899
C -3.65568 -0.58986 1.13981
C -4.71139 -0.40621 2.02478
C -4.73129 0.73070 2.81012
C -3.68171 1.62051 2.70152
C -2.69945 1.36535 1.76429
N -2.67701 0.28900 0.96166
H -5.48044 -1.16040 2.10550
H -5.53943 0.89986 3.51083
H -3.61920 2.50592 3.31921
H -1.87154 2.04664 1.64525
N 6.77138 -3.21983 5.40546
C 6.09015 -2.49294 4.83317
C 5.21491 -1.58742 4.13004
C 4.44794 -2.04469 3.06271
C 3.55303 -1.19704 2.43672
C 3.42039 0.11182 2.88243
C 4.21810 0.58895 3.91185
C 5.11286 -0.26031 4.53729
N 2.41202 0.93285 2.32664
C 1.57972 1.80801 3.01020
C 0.67027 2.22652 2.09529
N 0.91946 1.63194 0.87039
C 1.97467 0.88574 1.04963
H 4.54494 -3.07192 2.73626
H 2.93157 -1.55817 1.62373
H 4.14287 1.62601 4.21131
H 5.73852 0.09988 5.34258
H 1.69351 2.01961 4.05850
H -0.10413 2.96087 2.22763
H 2.49134 0.35186 0.26689
C -2.92515 4.22736 0.35631
Si -1.22124 3.84934 -0.46922
C -1.33922 4.84859 -2.06485
C 0.05526 4.91519 0.48618
H -3.35562 5.13360 -0.07970
H -2.84894 4.38265 1.44012
H -3.63827 3.41462 0.18529
H -1.64321 5.87536 -1.82935
H -2.06112 4.43993 -2.77191
H -0.37695 4.89501 -2.57767
H 0.09216 5.90886 0.03245
H 1.06195 4.49996 0.41071
H -0.18704 5.04154 1.54970
```

---

Computed, not measured: a molecular structure, C2H3I3, with ωB97M-V with the def2-TZVPD basis set.

Computed properties:
Kohn-Sham gap, eV: 8.3
E_HOMO, eV: -9.1
Energy relative to the best compared isomer or geometry (same formula, charge and spin), kJ/mol: 237.2
LUMO energy, eV: -0.77

```
8
C2H3I3 ωB97M-V with the def2-TZVPD basis set
C 1.11710 0.00765 0.01743
C -0.94836 0.00038 0.04651
I -1.43270 2.05592 -0.22175
I -1.39383 -1.20883 -1.55328
I -1.48797 -0.78523 1.94375
H 1.62698 0.90543 0.03055
H 1.36803 -0.60392 0.82444
H 1.15074 -0.37141 -1.08764
```

---

Computed, not measured: a molecular structure, C34H24N6O7STc, with ωB97M-V with the def2-TZVPD basis set.

Computed properties:
Kohn-Sham gap (spin up / spin down), eV: 6.6 / 7.1
E_HOMO (spin up / spin down), eV: -7.9 / -8.3
LUMO energy (spin up / spin down), eV: -1.25 / -1.23
2S+1: 2

```
73
C34H24N6O7STc ωB97M-V with the def2-TZVPD basis set
Tc 0.62681 0.87232 -0.36837
O 2.50157 0.40543 -0.73924
C 3.24260 -0.49571 -0.08617
C 4.10720 -1.29420 -0.83735
C 4.92695 -2.20684 -0.20402
C 4.91967 -2.34170 1.18650
C 4.07911 -1.54671 1.93125
C 3.22868 -0.62622 1.30805
C 2.38530 0.22385 2.09755
N 1.45119 0.92639 1.57067
N 0.78370 1.80016 2.43671
C 0.10112 2.63685 1.73036
O 0.09293 2.62199 0.41407
C -0.69549 3.69250 2.39702
C -1.62902 4.41639 1.66502
C -2.39513 5.39103 2.28772
C -2.22737 5.64595 3.64087
C -1.29312 4.92305 4.37283
C -0.52931 3.94724 3.75599
H 4.09976 -1.18529 -1.91351
H 5.57901 -2.83390 -0.79898
H 5.55471 -3.07102 1.66852
H 4.04248 -1.64121 3.00930
H 2.54103 0.31027 3.17009
H -1.74877 4.20550 0.61130
H -3.12606 5.94878 1.71707
H -2.82662 6.40430 4.12786
H -1.16197 5.12007 5.42886
H 0.19508 3.37139 4.31462
O -4.37376 -0.61673 -2.12872
C -4.26171 -1.08441 -0.87266
C -5.29414 -1.89263 -0.39821
C -5.23344 -2.42172 0.87361
C -4.14815 -2.16459 1.71166
C -3.12944 -1.36000 1.25634
C -3.16888 -0.80488 -0.03118
C -2.04419 0.01317 -0.46751
O -1.10664 0.27735 0.39778
N -2.00673 0.47826 -1.69795
N -0.80754 1.13305 -1.87402
C -0.63556 1.92251 -2.86238
C 0.65304 2.61107 -2.83812
C 1.04726 3.53933 -3.78292
C 2.28202 4.15169 -3.62950
C 3.06367 3.82194 -2.53701
C 2.60067 2.87677 -1.63438
N 1.42161 2.28207 -1.78124
H -3.58797 -0.06426 -2.32102
H -6.12813 -2.09427 -1.05655
H -6.04141 -3.05398 1.22009
H -4.09644 -2.60374 2.69738
H -2.26187 -1.16451 1.87045
H -1.40474 2.09673 -3.60604
H 0.40000 3.76964 -4.61715
H 2.62525 4.87794 -4.35381
H 4.03206 4.27461 -2.38274
H 3.18101 2.56422 -0.77970
O -0.55345 -3.84679 2.19016
S 0.57672 -3.70714 1.31565
O 1.86141 -4.15329 1.77690
N 0.67547 -2.16802 0.76570
C 0.45672 -2.11064 -0.51631
O 0.45911 -1.05018 -1.23492
C 0.16713 -3.41876 -1.18249
C -0.12838 -3.67313 -2.50811
C -0.38422 -4.98962 -2.87225
C -0.34163 -6.01405 -1.92892
C -0.04578 -5.75196 -0.59575
C 0.20278 -4.43868 -0.25490
H -0.16252 -2.86506 -3.22631
H -0.62496 -5.22495 -3.90058
H -0.54463 -7.03085 -2.23861
H -0.01565 -6.54218 0.14167
```

---

Please write out number 3 again, unchanged.
Computed, not measured: a molecular structure, C34H24N6O7STc, with ωB97M-V with the def2-TZVPD basis set.

Computed properties:
Kohn-Sham gap (spin up / spin down), eV: 6.6 / 7.1
E_HOMO (spin up / spin down), eV: -7.9 / -8.3
LUMO energy (spin up / spin down), eV: -1.25 / -1.23
2S+1: 2

```
73
C34H24N6O7STc ωB97M-V with the def2-TZVPD basis set
Tc 0.62681 0.87232 -0.36837
O 2.50157 0.40543 -0.73924
C 3.24260 -0.49571 -0.08617
C 4.10720 -1.29420 -0.83735
C 4.92695 -2.20684 -0.20402
C 4.91967 -2.34170 1.18650
C 4.07911 -1.54671 1.93125
C 3.22868 -0.62622 1.30805
C 2.38530 0.22385 2.09755
N 1.45119 0.92639 1.57067
N 0.78370 1.80016 2.43671
C 0.10112 2.63685 1.73036
O 0.09293 2.62199 0.41407
C -0.69549 3.69250 2.39702
C -1.62902 4.41639 1.66502
C -2.39513 5.39103 2.28772
C -2.22737 5.64595 3.64087
C -1.29312 4.92305 4.37283
C -0.52931 3.94724 3.75599
H 4.09976 -1.18529 -1.91351
H 5.57901 -2.83390 -0.79898
H 5.55471 -3.07102 1.66852
H 4.04248 -1.64121 3.00930
H 2.54103 0.31027 3.17009
H -1.74877 4.20550 0.61130
H -3.12606 5.94878 1.71707
H -2.82662 6.40430 4.12786
H -1.16197 5.12007 5.42886
H 0.19508 3.37139 4.31462
O -4.37376 -0.61673 -2.12872
C -4.26171 -1.08441 -0.87266
C -5.29414 -1.89263 -0.39821
C -5.23344 -2.42172 0.87361
C -4.14815 -2.16459 1.71166
C -3.12944 -1.36000 1.25634
C -3.16888 -0.80488 -0.03118
C -2.04419 0.01317 -0.46751
O -1.10664 0.27735 0.39778
N -2.00673 0.47826 -1.69795
N -0.80754 1.13305 -1.87402
C -0.63556 1.92251 -2.86238
C 0.65304 2.61107 -2.83812
C 1.04726 3.53933 -3.78292
C 2.28202 4.15169 -3.62950
C 3.06367 3.82194 -2.53701
C 2.60067 2.87677 -1.63438
N 1.42161 2.28207 -1.78124
H -3.58797 -0.06426 -2.32102
H -6.12813 -2.09427 -1.05655
H -6.04141 -3.05398 1.22009
H -4.09644 -2.60374 2.69738
H -2.26187 -1.16451 1.87045
H -1.40474 2.09673 -3.60604
H 0.40000 3.76964 -4.61715
H 2.62525 4.87794 -4.35381
H 4.03206 4.27461 -2.38274
H 3.18101 2.56422 -0.77970
O -0.55345 -3.84679 2.19016
S 0.57672 -3.70714 1.31565
O 1.86141 -4.15329 1.77690
N 0.67547 -2.16802 0.76570
C 0.45672 -2.11064 -0.51631
O 0.45911 -1.05018 -1.23492
C 0.16713 -3.41876 -1.18249
C -0.12838 -3.67313 -2.50811
C -0.38422 -4.98962 -2.87225
C -0.34163 -6.01405 -1.92892
C -0.04578 -5.75196 -0.59575
C 0.20278 -4.43868 -0.25490
H -0.16252 -2.86506 -3.22631
H -0.62496 -5.22495 -3.90058
H -0.54463 -7.03085 -2.23861
H -0.01565 -6.54218 0.14167
```

---

Copy entry 3 word for word.
Computed, not measured: a molecular structure, C34H24N6O7STc, with ωB97M-V with the def2-TZVPD basis set.

Computed properties:
Kohn-Sham gap (spin up / spin down), eV: 6.6 / 7.1
E_HOMO (spin up / spin down), eV: -7.9 / -8.3
LUMO energy (spin up / spin down), eV: -1.25 / -1.23
2S+1: 2

```
73
C34H24N6O7STc ωB97M-V with the def2-TZVPD basis set
Tc 0.62681 0.87232 -0.36837
O 2.50157 0.40543 -0.73924
C 3.24260 -0.49571 -0.08617
C 4.10720 -1.29420 -0.83735
C 4.92695 -2.20684 -0.20402
C 4.91967 -2.34170 1.18650
C 4.07911 -1.54671 1.93125
C 3.22868 -0.62622 1.30805
C 2.38530 0.22385 2.09755
N 1.45119 0.92639 1.57067
N 0.78370 1.80016 2.43671
C 0.10112 2.63685 1.73036
O 0.09293 2.62199 0.41407
C -0.69549 3.69250 2.39702
C -1.62902 4.41639 1.66502
C -2.39513 5.39103 2.28772
C -2.22737 5.64595 3.64087
C -1.29312 4.92305 4.37283
C -0.52931 3.94724 3.75599
H 4.09976 -1.18529 -1.91351
H 5.57901 -2.83390 -0.79898
H 5.55471 -3.07102 1.66852
H 4.04248 -1.64121 3.00930
H 2.54103 0.31027 3.17009
H -1.74877 4.20550 0.61130
H -3.12606 5.94878 1.71707
H -2.82662 6.40430 4.12786
H -1.16197 5.12007 5.42886
H 0.19508 3.37139 4.31462
O -4.37376 -0.61673 -2.12872
C -4.26171 -1.08441 -0.87266
C -5.29414 -1.89263 -0.39821
C -5.23344 -2.42172 0.87361
C -4.14815 -2.16459 1.71166
C -3.12944 -1.36000 1.25634
C -3.16888 -0.80488 -0.03118
C -2.04419 0.01317 -0.46751
O -1.10664 0.27735 0.39778
N -2.00673 0.47826 -1.69795
N -0.80754 1.13305 -1.87402
C -0.63556 1.92251 -2.86238
C 0.65304 2.61107 -2.83812
C 1.04726 3.53933 -3.78292
C 2.28202 4.15169 -3.62950
C 3.06367 3.82194 -2.53701
C 2.60067 2.87677 -1.63438
N 1.42161 2.28207 -1.78124
H -3.58797 -0.06426 -2.32102
H -6.12813 -2.09427 -1.05655
H -6.04141 -3.05398 1.22009
H -4.09644 -2.60374 2.69738
H -2.26187 -1.16451 1.87045
H -1.40474 2.09673 -3.60604
H 0.40000 3.76964 -4.61715
H 2.62525 4.87794 -4.35381
H 4.03206 4.27461 -2.38274
H 3.18101 2.56422 -0.77970
O -0.55345 -3.84679 2.19016
S 0.57672 -3.70714 1.31565
O 1.86141 -4.15329 1.77690
N 0.67547 -2.16802 0.76570
C 0.45672 -2.11064 -0.51631
O 0.45911 -1.05018 -1.23492
C 0.16713 -3.41876 -1.18249
C -0.12838 -3.67313 -2.50811
C -0.38422 -4.98962 -2.87225
C -0.34163 -6.01405 -1.92892
C -0.04578 -5.75196 -0.59575
C 0.20278 -4.43868 -0.25490
H -0.16252 -2.86506 -3.22631
H -0.62496 -5.22495 -3.90058
H -0.54463 -7.03085 -2.23861
H -0.01565 -6.54218 0.14167
```